Record 1
Entry from the Open Molecules 2025 dataset: 2 unconnected molecules or ions with the total composition C4H12 (ωB97M-V/def2-TZVPD).

Values from the calculation:
Multiplicity   1
SMILES   CC.CC
Gap between HOMO and LUMO   12.78 eV
Molecular weight   60.14 u
LUMO   1.11 eV

XYZ file:
```
16
Properties=species:S:1:pos:R:3:forces:R:3
C 0.144323 0.927699 1.946292 1.193 0.056 0.304
C -1.244627 1.328432 2.445864 0.574 -0.398 0.139
H 0.137187 0.127593 1.206985 -0.266 -0.070 0.036
H 0.762021 1.716704 1.507740 -0.500 0.269 -0.159
H 0.796031 0.577585 2.754928 -0.264 -0.108 0.072
H -1.439833 0.823062 3.393768 -0.276 -0.293 -0.252
H -1.951650 1.018893 1.680789 -0.452 0.312 0.274
H -1.335454 2.378204 2.707268 -0.004 0.224 -0.427
C -0.191848 -1.267590 -2.030212 0.579 0.538 0.635
C 1.281970 -1.015823 -2.370509 -0.273 0.267 -0.560
H -0.860129 -1.075611 -2.866583 0.073 -0.696 -0.243
H -0.246333 -2.253263 -1.573587 -0.620 -0.138 -0.292
H -0.551548 -0.553370 -1.284593 0.228 -0.011 0.170
H 1.369947 -0.149494 -3.027325 0.151 0.180 0.200
H 1.717989 -1.836564 -2.935439 -0.080 -0.224 -0.005
H 1.905083 -0.872050 -1.491267 -0.063 0.092 0.108
```
Positions in Å, forces in eV/Å.

***

Record 2
Entry from the Open Molecules 2025 dataset: 2 unconnected molecules or ions with the total composition C4H12 (ωB97M-V/def2-TZVPD).

Values from the calculation:
Multiplicity   1
SMILES   CC.CC
Gap between HOMO and LUMO   12.41 eV
Molecular weight   60.14 u
LUMO   1.20 eV

XYZ file:
```
16
Properties=species:S:1:pos:R:3:forces:R:3
C -0.979885 -1.967222 0.199669 1.357 -0.997 -0.742
C 0.463669 -1.831622 -0.366940 -0.499 1.603 -1.733
H -1.524658 -2.377309 -0.651887 -0.735 0.430 0.376
H -1.066342 -2.706829 0.983420 0.108 -0.058 0.373
H -1.323088 -1.008811 0.572531 -0.321 -0.001 -0.223
H 0.801152 -0.799849 -0.269542 0.688 -0.254 1.182
H 0.384235 -1.699404 -1.456910 -0.375 -0.732 -0.161
H 1.255409 -2.570047 -0.292278 -0.207 -0.096 0.869
C 0.468965 1.788936 0.829925 -0.700 -0.221 0.835
C 0.047028 2.002669 -0.662396 1.024 -0.030 1.994
H 1.141544 2.518442 1.285570 0.514 -0.058 -0.733
H -0.313173 1.822747 1.597892 -0.596 -0.004 -0.570
H 0.862706 0.780025 0.953640 0.371 0.202 0.092
H 0.397573 2.993398 -0.939131 -0.247 -0.075 -0.529
H -1.018923 1.883074 -0.786704 -0.169 0.032 -0.243
H 0.604844 1.216744 -1.161028 -0.213 0.259 -0.787
```
Positions in Å, forces in eV/Å.

***

Record 3
Entry from the Open Molecules 2025 dataset: 2 unconnected molecules or ions with the total composition C4H12 (ωB97M-V/def2-TZVPD).

Values from the calculation:
Multiplicity   1
SMILES   CC.CC
Gap between HOMO and LUMO   12.51 eV
Molecular weight   60.14 u
LUMO   1.15 eV

XYZ file:
```
16
Properties=species:S:1:pos:R:3:forces:R:3
C 1.730343 -0.718831 -0.677138 1.588 -1.350 0.720
C 2.066271 -1.571860 0.585959 -1.111 3.557 2.753
H 1.178785 0.196335 -0.515326 -0.085 0.010 0.084
H 2.747238 -0.511216 -1.022739 -0.302 0.587 -0.483
H 1.297398 -1.352280 -1.451402 -0.385 0.211 0.120
H 2.893197 -1.134916 1.233938 -0.447 -0.551 -1.343
H 2.220383 -2.556265 0.385645 0.979 -2.734 -0.901
H 1.302401 -1.620894 1.402924 -0.214 0.249 -0.982
C -2.391336 0.752032 -0.399850 -1.851 -1.167 1.738
C -1.423385 1.634114 0.419714 -0.236 -0.492 0.106
H -2.149958 -0.267660 -0.654089 1.167 -0.584 0.590
H -3.384729 0.536182 0.193672 1.655 0.966 -1.239
H -2.616010 1.057009 -1.385962 -0.535 1.281 -0.870
H -0.405697 1.262187 0.505868 -0.076 -0.684 0.175
H -1.206523 2.590274 -0.065885 -0.794 0.194 0.328
H -1.858378 1.705789 1.444669 0.649 0.506 -0.798
```
Positions in Å, forces in eV/Å.

***

Record 4
Entry from the Open Molecules 2025 dataset: 2 unconnected molecules or ions with the total composition C4H12 (ωB97M-V/def2-TZVPD).

Values from the calculation:
Multiplicity   1
SMILES   CC.CC
Gap between HOMO and LUMO   12.74 eV
Molecular weight   60.14 u
LUMO   1.03 eV

XYZ file:
```
16
Properties=species:S:1:pos:R:3:forces:R:3
C -0.757554 0.868240 -2.474648 1.040 0.883 0.504
C -0.362007 -0.576000 -2.758628 -0.391 -0.420 -0.401
H -1.604507 0.986832 -1.809388 -0.275 -0.220 -0.008
H 0.064707 1.392043 -1.965779 -0.113 -0.172 0.034
H -0.921659 1.503260 -3.340620 -0.252 -0.308 -0.342
H -1.092598 -1.255925 -2.322619 0.009 -0.106 0.005
H -0.340738 -0.803828 -3.830386 0.005 0.117 0.156
H 0.610798 -0.866247 -2.360888 -0.019 0.224 0.065
C 0.445897 -0.889473 2.486469 -0.059 -0.108 -0.386
C 0.645095 0.616461 2.714817 -0.087 -0.635 -0.619
H 0.968323 -1.391660 3.303144 0.155 -0.289 -0.336
H -0.588355 -1.244687 2.535730 -0.066 0.456 0.181
H 0.789698 -1.244264 1.509548 0.310 0.069 0.222
H 0.398570 0.722901 3.762130 0.041 0.921 0.166
H 0.071119 1.272959 2.056133 -0.428 -0.225 0.299
H 1.673211 0.909385 2.494984 0.132 -0.187 0.461
```
Positions in Å, forces in eV/Å.

***

Record 5
Entry from the Open Molecules 2025 dataset: 2 unconnected molecules or ions with the total composition C4H12 (ωB97M-V/def2-TZVPD).

Values from the calculation:
Multiplicity   1
SMILES   CC.CC
Gap between HOMO and LUMO   12.55 eV
Molecular weight   60.14 u
LUMO   1.08 eV

XYZ file:
```
16
Properties=species:S:1:pos:R:3:forces:R:3
C -1.777594 -0.608756 -1.640468 -1.099 0.607 -0.993
C -2.237715 0.691772 -0.930235 2.557 -0.494 -1.525
H -0.731815 -0.863261 -1.501734 -0.058 -0.225 0.499
H -2.490707 -1.413765 -1.457267 0.491 -0.310 0.406
H -1.875795 -0.446459 -2.720238 0.057 0.012 -0.014
H -3.245050 0.926989 -1.251933 -0.367 -0.011 1.131
H -1.613943 1.467610 -1.389973 -0.168 0.233 -0.008
H -1.812776 0.658230 0.072507 -1.393 0.189 0.518
C 1.694981 0.674751 1.236691 -0.435 -0.486 0.294
C 2.227790 -0.743476 1.388214 0.505 -0.687 0.639
H 0.919692 0.869543 1.978903 0.210 -0.041 0.387
H 2.533672 1.337576 1.436750 -0.241 0.437 -0.397
H 1.147633 0.879400 0.317253 0.618 0.024 -0.407
H 2.732005 -0.820598 2.358047 -0.190 0.067 0.104
H 3.028129 -1.050056 0.711053 -0.229 0.382 -0.446
H 1.501487 -1.559507 1.392436 -0.259 0.305 -0.189
```
Positions in Å, forces in eV/Å.

***

Record 6
Entry from the Open Molecules 2025 dataset: 2 unconnected molecules or ions with the total composition C4H12 (ωB97M-V/def2-TZVPD).

Values from the calculation:
Multiplicity   1
SMILES   CC.CC
Gap between HOMO and LUMO   12.50 eV
Molecular weight   60.14 u
LUMO   1.08 eV

XYZ file:
```
16
Properties=species:S:1:pos:R:3:forces:R:3
C 0.258584 1.575562 0.690131 -2.316 -0.626 1.898
C 0.485243 1.767882 2.214708 -1.272 -0.342 -0.442
H -0.292357 0.624404 0.631302 0.287 -0.005 -0.249
H -0.563796 2.293703 0.507549 1.005 0.070 -1.099
H 1.113171 1.475070 0.039143 0.166 0.703 -0.115
H 1.002072 0.887120 2.619304 0.184 0.819 0.358
H -0.507361 1.900618 2.721148 0.494 -0.906 -0.508
H 0.832770 2.756571 2.427549 1.462 0.299 0.215
C 0.125690 -2.204722 -1.141912 -0.366 -0.308 1.434
C -0.602695 -1.147740 -1.918191 -1.620 0.641 -0.008
H 0.138645 -1.871530 -0.097358 0.174 0.121 0.008
H -0.502131 -3.096409 -1.031993 0.708 -0.352 -0.618
H 1.181771 -2.367845 -1.372607 -0.373 -0.292 -0.412
H -1.693562 -1.319815 -1.946581 0.246 -0.298 0.472
H -0.534703 -0.210887 -1.357722 0.316 0.244 -0.811
H -0.441340 -1.061982 -2.984470 0.906 0.232 -0.123
```
Positions in Å, forces in eV/Å.

***

Record 7
Entry from the Open Molecules 2025 dataset: 2 unconnected molecules or ions with the total composition C4H12 (ωB97M-V/def2-TZVPD).

Values from the calculation:
Multiplicity   1
SMILES   CC.CC
Gap between HOMO and LUMO   12.76 eV
Molecular weight   60.14 u
LUMO   1.14 eV

XYZ file:
```
16
Properties=species:S:1:pos:R:3:forces:R:3
C 0.616043 1.217364 -2.313692 -0.026 -0.546 -0.288
C 0.046926 1.364070 -0.833059 4.092 1.789 -1.434
H 0.119948 1.888139 -3.053348 0.380 -0.161 0.717
H 1.758197 1.428595 -2.352164 -2.025 -0.708 -0.132
H 0.284997 0.161812 -2.706607 1.312 1.763 0.761
H -0.644967 0.648098 -0.767997 -3.313 -2.270 0.612
H -0.292738 2.379639 -0.579809 0.126 -0.539 -0.032
H 0.856181 1.004794 -0.155308 -0.542 0.699 -0.252
C -0.857501 -1.724510 1.196585 -1.426 0.980 0.854
C 0.183348 -0.829697 1.966968 0.191 -1.115 -0.070
H -1.826887 -1.236028 0.789922 1.595 -0.210 1.099
H -0.418103 -2.089291 0.294766 0.440 -0.738 -0.380
H -1.202147 -2.530485 1.879162 0.303 0.226 -0.787
H 0.318284 -1.087045 3.032617 -0.253 -0.376 -0.494
H -0.070735 0.198484 2.013903 -0.300 1.054 -0.376
H 1.185070 -0.930071 1.504051 -0.553 0.151 0.202
```
Positions in Å, forces in eV/Å.

***

Record 8
Entry from the Open Molecules 2025 dataset: 2 unconnected molecules or ions with the total composition C4H12 (ωB97M-V/def2-TZVPD).

Values from the calculation:
Multiplicity   1
SMILES   CC.CC
Gap between HOMO and LUMO   12.65 eV
Molecular weight   60.14 u
LUMO   1.13 eV

XYZ file:
```
16
Properties=species:S:1:pos:R:3:forces:R:3
C 1.141618 -0.979802 -0.994649 0.725 -1.326 -0.051
C 0.759577 -1.174897 -2.463934 1.466 0.545 -0.354
H 0.321997 -1.390654 -0.423163 -0.018 0.173 0.679
H 2.040178 -1.581148 -0.745765 -0.434 0.255 -0.111
H 1.391388 0.037138 -0.684709 -0.438 -0.059 -0.290
H 1.253500 -0.378513 -3.025398 -0.421 0.061 -0.319
H -0.299657 -1.155345 -2.603065 -0.658 0.260 -0.218
H 1.136114 -2.090567 -2.939169 -0.108 -0.020 0.532
C -0.464503 1.077580 1.144180 0.958 1.176 -0.096
C -1.458735 1.069572 2.326717 0.277 -0.773 -1.258
H 0.503949 0.614514 1.371235 -0.392 -0.190 0.048
H -0.777445 0.739828 0.157927 -0.496 -0.613 0.368
H -0.183471 2.105880 0.900018 -0.013 0.200 0.205
H -1.118466 0.341861 3.049516 -0.126 -0.242 0.289
H -2.427083 0.724769 1.921862 0.147 0.570 0.674
H -1.463801 2.038126 2.820306 -0.469 -0.019 -0.097
```
Positions in Å, forces in eV/Å.

***

Results for total energy: -159.574631 -159.551898 -159.547725 -159.572853 -159.564237 -159.552814 -159.548837 -159.566751 (in Eh, following the order of the records).
Results for relative energy (zero: lowest compared OMol25 entry of this formula, charge and spin): 27.2 86.8 97.8 31.8 54.4 84.4 94.9 47.8 (in kJ/mol, following the order of the records).